C8H24F2O6PSn3 | the ωB97M-V functional and the def2-TZVPD basis

XYZ file:
```
44
Properties=species:S:1:pos:R:3:forces:R:3:mulliken_charge:R:1
Sn 1.36107 -1.78099 2.22895 -0.542 -5.057 1.854 1.11
Sn 0.55416 3.01263 3.56644 -0.142 3.420 2.880 1.44
Sn 3.52276 3.43256 0.37523 3.525 1.908 -1.054 1.37
O 1.16148 -0.20837 1.11576 -1.840 8.491 -0.816 -0.15
P 0.81355 1.24377 0.72294 0.258 -3.973 -1.533 0.77
O 1.94036 2.28351 0.42251 -3.807 -2.738 1.204 -0.46
F -0.02551 1.82869 2.06142 0.918 -0.596 -2.533 -0.26
F -0.30141 1.21012 -0.42160 8.419 -3.215 8.496 0.18
C -2.95326 -2.03488 0.58943 0.703 0.618 0.644 -1.12
C -1.54996 -1.31717 0.68387 -2.889 -0.806 1.115 0.70
C -1.51313 -0.41744 1.92570 -0.829 0.438 -0.870 -1.01
O -0.55040 -2.34709 0.88994 -5.489 3.070 2.287 -0.40
H -2.90629 -2.93514 -0.02329 0.110 -0.073 0.098 0.47
H -3.81747 -1.47123 0.23796 0.414 0.483 -0.276 0.38
H -3.18875 -2.26250 1.62906 -0.146 -0.638 -0.105 0.36
H -1.37879 -0.68872 -0.19013 0.345 -0.545 -0.326 -0.19
H -2.29997 0.33074 1.82973 -0.396 0.022 -0.203 0.47
H -0.60881 0.19110 1.92761 -1.288 -1.782 1.018 -0.14
H -1.78447 -0.90914 2.85988 0.502 -0.312 0.148 0.50
H -0.67984 -3.01333 0.21099 -0.262 -0.362 0.147 0.43
C 2.59110 -1.08136 -0.71070 -0.296 1.039 -1.046 -1.41
C 1.36158 -1.95416 -0.91600 2.616 -0.231 -1.960 1.08
C 1.67931 -2.93879 -2.02659 -0.848 -0.296 -0.248 -1.55
O 1.21790 -2.70769 0.27246 5.676 -1.654 -0.143 -0.45
H 2.24240 -0.28690 -0.05090 2.494 -0.644 -1.661 0.14
H 2.85212 -0.65260 -1.67824 0.323 -0.120 -0.058 0.49
H 3.43757 -1.63933 -0.31039 0.072 -0.002 -0.031 0.42
H 0.47464 -1.34757 -1.09899 -0.176 -0.327 0.067 -0.36
H 2.53109 -3.55762 -1.74440 -0.081 -0.172 0.129 0.47
H 1.94628 -2.52310 -2.99820 -0.204 0.415 0.146 0.47
H 0.77745 -3.53072 -2.18267 0.166 -0.476 -0.236 0.42
H 1.27947 -3.66028 0.17061 0.589 -0.680 -0.491 0.39
C -1.04455 3.87293 0.72332 -0.939 -0.601 -1.031 0.03
O 0.11832 4.52870 1.24185 0.657 -0.678 2.067 -0.44
H -0.77589 3.18922 -0.08195 0.018 0.862 -0.200 -0.28
H -1.51989 3.22891 1.46318 -0.293 0.594 0.350 0.25
H -1.79613 4.55335 0.32299 0.213 0.368 0.120 0.36
H 0.85936 4.44540 0.63727 -0.533 0.598 -0.496 0.28
C -0.57159 1.18886 -2.60904 0.313 0.213 -0.484 -0.30
O -1.52144 1.85032 -1.76907 -2.217 0.653 -2.622 -0.52
H -0.96071 0.97259 -3.60399 -0.084 0.352 0.224 0.45
H 0.34151 1.78345 -2.63749 0.168 0.587 -0.781 0.26
H -0.16642 0.27663 -2.17112 -0.729 -0.702 -0.419 -0.13
H -1.14868 1.84283 -0.88443 -4.470 2.549 -3.373 0.53
```
Positions in Å, forces in eV/Å.

relative energy (zero: lowest compared OMol25 entry of this formula, charge and spin): 885.1 kJ/mol
total charge: +5